This record from the OMol25 dataset describes 2 unconnected molecules or ions with the total composition C3H3O3S at a distorted geometry. The level of theory is ωB97M-V/def2-TZVPD.

```
10
C3H3O3S ωB97M-V/def2-TZVPD
C -0.762 -0.014 0.006
C -1.527 -1.099 0.026
C 0.498 0.757 -0.015
O -4.916 0.882 0.980
O -5.228 -0.974 -0.609
O -0.727 1.339 -0.443
S -4.433 0.259 -0.245
H -1.412 -2.052 0.621
H 1.061 1.204 0.742
H 1.059 0.633 -0.910
```

energy above the lowest of the compared OMol25 structures with the same formula, charge and spin: 114.0 kcal/mol
HOMO level (alpha / beta): -2.46 / -2.64 eV
charge: -1
LUMO level (alpha / beta): 0.125 / 0.129 hartree